Entry 1:
The molecule C7H13Cl3NP, computed with ωB97M-V/def2-TZVPD.

SMILES: CCN(CC)/C(Cl)=P(/Cl)=C(/C)Cl
Kohn-Sham gap (spin up / spin down): 0.2630 / 0.2630 hartree
2S+1: 1
HOMO level (spin up / spin down): -6.84 / -6.84 eV
Relative energy (zero: lowest compared OMol25 entry of this formula, charge and spin): 236.02 kJ/mol
Max |F|: 4.9 eV/Å

Each line ends with the Mulliken charge.
CARTESIAN COORDINATES (ANGSTROEM)
C: -2.9331 -1.8240 -0.2108  -0.798
C: -2.0491 -1.2761 0.8386  -0.824
N: -0.9190 -0.7541 0.0932  0.103
C: -1.0071 0.6638 -0.3516  -0.467
C: -0.9315 1.5159 0.9144  -1.150
C: 0.1229 -1.4343 -0.1513  0.114
Cl: 0.3477 -2.9312 0.5358  -0.155
P: 2.1607 -0.6439 0.0825  0.219
Cl: 2.6833 -1.5026 -1.6258  -0.254
C: 2.9578 0.9186 0.0224  0.240
C: 3.6568 1.6388 -1.0830  -0.981
Cl: 3.0173 1.7200 1.5017  -0.230
H: -3.8273 -2.0928 0.3917  0.333
H: -3.1853 -0.8953 -0.8319  0.226
H: -2.3636 -2.6302 -0.6839  0.306
H: -2.5071 -0.3793 1.2964  0.279
H: -1.5724 -1.9785 1.6339  0.488
H: -1.9235 0.7359 -0.9558  0.278
H: -0.1144 0.9573 -0.8897  0.344
H: -1.9699 1.6674 1.2075  0.427
H: -0.5849 0.9354 1.8199  0.332
H: -0.4928 2.4985 0.8300  0.324
H: 2.8874 2.1337 -1.8826  0.170
H: 4.0353 0.7395 -1.6042  0.265
H: 4.5119 2.2175 -0.8977  0.411

Entry 2:
A structure of composition C20H40O33S8, computed with ωB97M-V/def2-TZVPD.

Kohn-Sham gap: 0.3606 hartree
2S+1: 1
HOMO level: -9.94 eV
Relative energy (zero: lowest compared OMol25 entry of this formula, charge and spin): 0.00 kJ/mol
Max |F|: 2.2 eV/Å

Each line ends with the Mulliken charge.
CARTESIAN COORDINATES (ANGSTROEM)
C: -1.0213 1.5812 -1.0469  -0.945
C: 0.2142 0.7009 -1.0360  0.345
C: 0.1342 -0.1227 0.2538  0.459
O: -1.2854 -0.1484 0.5174  0.121
C: -1.9846 0.9494 -0.0057  -0.054
H: -1.5385 1.8704 -1.9609  0.334
H: -0.7452 2.5469 -0.6075  0.265
H: 1.0675 1.3852 -1.0990  -0.017
H: 0.3463 0.0733 -1.9157  0.072
H: 0.7380 0.2511 1.0728  -0.414
H: 0.3514 -1.1613 0.0160  -0.077
H: -2.3245 1.7529 0.6578  0.286
H: -2.9186 0.6239 -0.4704  -0.224
C: 4.7900 1.5252 -3.4943  -0.139
C: 4.4566 0.3509 -2.5578  0.358
O: 4.4914 -0.8595 -3.4091  -0.231
S: 5.1798 -0.5433 -4.8095  1.080
O: 4.4848 -1.1731 -5.8550  -0.551
O: 6.5801 -0.7147 -4.6768  -0.576
O: 4.8439 0.9987 -4.8239  -0.413
H: 5.7015 2.0862 -3.2921  0.117
H: 3.9934 2.2667 -3.5340  0.320
H: 3.5098 0.5242 -2.0692  -0.286
H: 5.3087 0.0683 -1.9462  0.330
C: -3.8541 -1.9459 -0.9424  0.572
C: -4.1719 -3.3005 -0.2847  -0.299
O: -5.4212 -3.6219 -0.9575  -0.424
S: -5.0995 -3.4539 -2.4896  0.979
O: -6.2751 -3.2752 -3.2336  -0.606
O: -4.1212 -4.3737 -2.9076  -0.486
O: -4.4056 -2.0097 -2.2609  -0.140
H: -2.7821 -1.7437 -0.9508  -0.430
H: -4.3066 -1.1076 -0.4090  0.223
H: -4.4051 -3.3044 0.7699  0.200
H: -3.3840 -3.9930 -0.5796  0.383
C: -4.1190 2.0585 -4.7592  -0.344
C: -4.5513 1.2978 -3.4560  -0.202
O: -4.7108 2.2880 -2.4543  -0.169
S: -5.1180 3.6578 -3.1708  1.051
O: -4.6683 4.7526 -2.4181  -0.546
O: -6.4647 3.5949 -3.5766  -0.540
O: -4.1145 3.4307 -4.3827  -0.342
H: -4.7352 1.7426 -5.6004  0.298
H: -3.0951 1.8319 -5.0566  0.304
H: -3.8708 0.4769 -3.2541  0.137
H: -5.5200 0.8572 -3.7004  0.365
C: 2.3590 -3.5618 -2.6000  -0.372
C: 1.8030 -2.1478 -2.5030  0.231
O: 0.4074 -2.2911 -2.2110  -0.218
S: -0.1481 -3.7341 -2.6588  1.266
O: -0.9191 -3.5574 -3.8126  -0.559
O: -0.6663 -4.3887 -1.5193  -0.558
O: 1.2500 -4.3867 -3.0137  -0.442
H: 2.6105 -3.9261 -1.6019  0.261
H: 3.1841 -3.6853 -3.2912  0.278
H: 1.9785 -1.5514 -3.3945  0.249
H: 2.2174 -1.6999 -1.5993  -0.149
C: -3.1361 -0.1834 5.7060  -0.480
C: -4.5367 -0.7320 5.6412  -0.426
O: -4.7401 -1.1038 4.2646  -0.362
S: -3.3945 -1.0483 3.4248  1.326
O: -3.3642 0.1381 2.6577  -0.597
O: -3.1830 -2.2882 2.7967  -0.654
O: -2.4252 -0.9271 4.6941  -0.204
H: -2.6796 -0.2962 6.6856  0.484
H: -3.1030 0.8833 5.4852  0.279
H: -5.2720 0.0223 5.9167  0.292
H: -4.7487 -1.6328 6.2156  0.304
C: 0.0401 1.0003 4.0173  0.223
C: 0.6181 2.2856 3.4070  -0.010
O: 0.4385 3.3260 4.3837  -0.393
S: -0.2214 2.7603 5.7156  1.097
O: -1.2735 3.5885 6.1610  -0.570
O: 0.8031 2.3753 6.6117  -0.575
O: -0.8673 1.4920 5.0076  -0.133
H: 0.8448 0.4178 4.4558  0.136
H: -0.5936 0.4576 3.3227  -0.242
H: 0.0812 2.6364 2.5251  0.101
H: 1.6591 2.1370 3.1439  0.281
C: 5.8221 4.5794 -1.2948  -0.355
C: 6.4336 4.2922 0.0958  -0.335
O: 5.7365 3.1645 0.6702  -0.364
S: 4.2571 3.1618 0.0663  1.078
O: 3.4966 4.1105 0.7836  -0.634
O: 3.7929 1.8385 -0.1012  -0.287
O: 4.6705 3.7130 -1.3499  -0.245
H: 6.4936 4.3777 -2.1209  0.284
H: 5.4338 5.5940 -1.3099  0.276
H: 6.2559 5.1311 0.7696  0.290
H: 7.4896 4.0447 0.1261  0.319
C: 1.8553 -3.8122 3.7375  -0.441
C: 0.6734 -3.1862 2.9849  -0.058
O: 1.3082 -2.6703 1.8012  -0.198
S: 2.7762 -2.1567 2.0875  1.123
O: 2.7819 -0.7624 2.2570  -0.504
O: 3.6200 -2.6981 1.0917  -0.638
O: 2.9621 -2.9377 3.4561  -0.333
H: 2.0796 -4.8059 3.3582  0.320
H: 1.6426 -3.7659 4.8007  0.324
H: 0.2666 -2.3606 3.5680  0.020
H: -0.0500 -3.9214 2.6553  0.353

Entry 3:
A cluster of 2 separate species, C5H14NS in total, computed with ωB97M-V/def2-TZVPD.

Kohn-Sham gap (spin up / spin down): 0.2741 / 0.2742 hartree
2S+1: 1
HOMO level (spin up / spin down): -12.99 / -13.00 eV
Net charge: +1
Relative energy (zero: lowest compared OMol25 entry of this formula, charge and spin): 376.84 kJ/mol
Max |F|: 4.6 eV/Å

Each line ends with the Mulliken charge.
CARTESIAN COORDINATES (ANGSTROEM)
C: 0.5598 -0.7079 2.1330  -1.000
C: 0.2890 1.4297 1.0148  -0.961
C: -1.4834 -0.2194 0.8788  -1.008
C: -0.3364 0.2781 -2.9747  -0.793
C: 1.1730 -1.0000 -1.1522  -0.290
N: -0.0372 -0.0303 0.9847  0.248
S: 1.2791 0.3872 -2.1436  0.185
H: 0.9982 -1.5895 1.8333  0.375
H: 1.2678 -0.0693 2.5019  0.394
H: -0.1882 -1.0518 2.9767  0.305
H: 0.1144 1.9834 -0.0362  0.205
H: -0.3603 2.0926 1.6195  0.332
H: 1.3643 1.4223 1.2030  0.392
H: -1.9041 0.5003 1.6645  0.372
H: -1.8122 0.0460 -0.2351  0.203
H: -1.6068 -1.3479 1.0961  0.410
H: -0.0503 0.5640 -4.0378  0.350
H: -0.8604 1.1191 -2.5940  0.268
H: -0.8075 -0.6341 -2.9313  0.374
H: 0.4280 -1.8761 -1.2552  0.304
H: 1.9733 -1.2964 -0.5461  0.336

Entry 4:
The molecule C4H7F, computed with ωB97M-V/def2-TZVPD.

SMILES: CC(C)=CF
Kohn-Sham gap: 0.3745 hartree
2S+1: 1
HOMO level: -9.25 eV
Relative energy (zero: lowest compared OMol25 entry of this formula, charge and spin): 137.33 kJ/mol
Max |F|: 3.6 eV/Å

Each line ends with the Mulliken charge.
CARTESIAN COORDINATES (ANGSTROEM)
C: 1.0928 0.0934 1.0408  -1.004
C: 0.3511 0.6191 -0.4767  0.503
C: -0.3650 -0.6290 -0.9905  -1.181
C: 0.1900 1.7235 -1.2326  -0.259
F: 0.6264 2.9726 -0.9023  -0.260
H: 2.1174 0.4387 1.0827  0.329
H: 0.4009 0.0226 1.9087  0.320
H: 1.1407 -0.9819 0.8652  0.335
H: -0.8950 -1.0698 -0.0878  0.292
H: 0.4101 -1.3851 -1.1797  0.308
H: -1.0511 -0.4072 -1.8535  0.319
H: -0.1995 1.8474 -2.2538  0.297

no.,DFT total energy (a.u.)
1,-2051.05998
2,-6454.26843
3,-651.46899
4,-256.39154